Entry 1:
The following is a DFT calculation (wB97M-V/def2-TZVPD) of a cluster of 2 separate species, C7H15NO4 in total.

Last column: Mulliken charge in e.
CARTESIAN COORDINATES (ANGSTROEM)
C: -3.7877 0.2677 -0.2717  0.692
C: 3.3151 -1.1112 -0.6631  -0.361
O: -5.9461 -0.7759 -0.4051  -0.518
H: 5.2683 -0.4794 -0.2487  0.275
O: 1.6885 -0.1356 0.8122  -0.366
C: 4.3888 -0.0914 -0.7988  -0.317
H: -5.4360 -1.0058 -1.1991  0.337
H: 4.7495 -0.0892 -1.8434  0.309
C: 0.3635 -0.2913 1.3046  -0.693
H: 3.3828 1.8290 -0.9948  0.270
H: -1.9462 0.7098 -1.3671  0.370
H: 0.0760 0.6809 1.7295  0.231
H: -4.8225 -0.7740 1.3508  0.246
H: 0.3713 -1.0360 2.1150  0.348
O: -3.6148 -0.0615 -1.4396  -0.752
H: -5.5598 0.7852 0.8660  0.265
H: 3.5375 -2.0543 -1.1754  0.256
C: 2.1764 -1.1349 0.0467  -0.161
H: 1.5373 -2.0231 -0.0048  0.346
O: -1.6770 1.1353 -0.5139  -0.370
H: 4.9726 1.9245 -0.1965  0.338
C: -5.0457 -0.1290 0.4765  -0.368
H: -2.5082 0.9132 1.2631  0.273
N: -2.7917 1.0352 0.2904  -0.166
C: 4.0521 1.3232 -0.3047  -1.033
H: -0.3159 -0.5978 0.4968  0.281
H: 3.5720 1.1864 0.6750  0.267

Summary:
- M (g/mol) = 177.20
- HOMO level (Ha) = -0.30582
- F_max (eV/A) = 1.1
- lowest unoccupied orbital energy (eV) = 0.44
- E_tot (Eh) = -631.3291
- Kohn-Sham gap (eV) = 8.8
- structure (SMILES) = CC/C=C\OC.O=C(CO)NO

---

Entry 2:
The following is a DFT calculation (wB97M-V/def2-TZVPD) of a structure of composition C2H8NO2P.

Last column: Mulliken spin population.
CARTESIAN COORDINATES (ANGSTROEM)
O: -0.7383 1.0503 -0.5508  0.378
H: -0.9115 -0.6448 -1.5061  0.046
C: -1.1193 -0.1313 -0.6063  0.455
P: 1.1952 1.4597 0.9276  0.593
H: 1.0842 -2.3661 0.0596  0.025
H: 0.3460 -2.1861 -0.1484  -0.018
C: -1.9196 -0.8170 0.5205  0.048
N: 2.0839 2.0123 -0.3625  0.121
H: -1.6939 -1.8940 0.4226  0.000
H: 2.6581 1.3893 -0.9259  0.002
O: 1.5467 0.0202 0.9824  0.321
H: -1.5834 -0.4686 1.5041  0.004
H: 1.9621 3.0385 -0.5603  -0.005
H: -2.9102 -0.4624 0.2436  0.029

Summary:
- M (g/mol) = 109.06
- HOMO level (alpha / beta) (Ha) = -0.19347 / -0.32949
- F_max (eV/A) = 2.5
- lowest unoccupied orbital energy (alpha / beta) (eV) = 0.44 / -3.61
- E_tot (Eh) = -627.4047
- Kohn-Sham gap (alpha / beta) (eV) = 5.7 / 5.4
- spin multiplicity = 3
- expectation value of S² = 2.0141

---

Entry 3:
The following is a DFT calculation (wB97M-V/def2-TZVPD) of a cluster of 2 separate species, CH3NO4 in total.

Last column: Mulliken charge in e.
CARTESIAN COORDINATES (ANGSTROEM)
H: -1.3517 0.0838 0.9774  0.282
O: 0.4646 -0.6880 0.4245  -0.010
O: 1.3953 0.7034 -1.3463  -0.408
H: -0.4524 -0.7612 2.3272  0.234
C: -0.3447 -0.1215 1.4345  -0.490
O: -0.1448 0.5414 -2.9286  -0.464
H: 0.2033 0.9399 1.6612  0.204
N: 0.4932 0.5090 -2.0035  0.995
O: -0.2627 -1.2068 -0.5464  -0.342

Summary:
- M (g/mol) = 93.04
- HOMO level (alpha / beta) (Ha) = -0.29730 / -0.36768
- F_max (eV/A) = 6.8
- lowest unoccupied orbital energy (alpha / beta) (eV) = -0.47 / 0.35
- E_tot (Eh) = -395.2984
- Kohn-Sham gap (alpha / beta) (eV) = 7.6 / 10.4

---

Entry 4:
The following is a DFT calculation (wB97M-V/def2-TZVPD) of a structure of composition C24H21AsBCrN9O9S2.

Last column: Mulliken spin population.
CARTESIAN COORDINATES (ANGSTROEM)
C: 0.3528 0.4215 3.8088  0.014
H: -1.8433 -1.3804 2.2093  -0.001
H: 2.8146 -1.6916 -1.3118  0.001
N: 2.0644 -0.3372 0.0904  -0.076
O: -0.4327 -0.9917 -4.6499  -0.003
O: 0.2551 -0.3284 -2.1934  -0.003
C: -2.7643 -0.9237 -3.2048  0.004
C: 0.6476 -2.9447 0.8622  0.018
O: -1.2613 1.5384 -3.6691  0.005
C: -4.9150 -1.5203 -2.2641  0.000
O: -2.8668 -1.8794 0.2245  0.003
S: 2.1307 -8.8793 2.7036  0.000
C: -0.7392 -0.4194 3.9168  0.005
N: 0.3581 -9.2633 0.6644  0.002
N: 0.9235 -7.0234 1.1739  0.002
H: -4.8634 -2.1081 -5.5901  0.000
C: 3.0469 -0.9649 -0.5506  0.028
C: -1.0598 -0.7497 2.6019  0.029
C: -0.4914 -4.4772 -1.0560  -0.005
O: -4.1555 0.2064 0.1138  -0.002
H: -2.5808 -1.2306 -5.3194  0.000
As: -1.0348 -0.0317 -3.2850  0.010
H: -5.5594 -1.5815 -1.3970  0.000
Cr: 0.0627 -0.2458 -0.2800  3.109
O: -1.8629 0.1277 -0.7157  0.001
C: 0.1531 4.0209 -0.3916  0.000
H: 0.9352 0.9259 4.5618  0.001
B: 1.7174 1.4507 1.8123  -0.005
C: -3.2304 -1.3166 -4.4621  0.000
H: 4.5856 1.0010 1.5435  0.001
C: -0.1871 2.7918 -0.9619  0.017
H: 1.3696 4.3257 1.4671  0.000
C: 1.0026 -8.3370 1.3838  -0.001
H: -1.2326 -0.7463 4.8145  0.000
C: -5.3610 -1.9076 -3.5135  0.000
H: -6.3683 -2.2849 -3.6350  0.000
C: 3.9581 0.4065 0.9007  0.013
H: -0.9478 -2.5955 -1.9634  -0.003
N: 0.0692 -2.3298 -0.1854  -0.073
H: -0.9624 -5.0299 -1.8560  0.000
S: -3.1425 -0.6330 -0.4524  0.007
O: 1.5238 -10.0852 3.2199  0.000
H: 1.1755 -4.7747 1.8495  0.000
N: 0.3244 1.8069 -0.2280  -0.063
O: 3.3582 -9.0722 1.9481  0.000
C: 0.8946 3.7018 0.7281  0.012
C: -0.4054 -8.8175 -0.3214  -0.001
H: -0.1037 5.0005 -0.7534  0.000
C: -4.5166 -1.8075 -4.6096  0.000
C: 0.1091 -5.1118 0.0222  0.004
C: 0.1566 -6.5983 0.1807  0.001
C: -3.6204 -1.0342 -2.1091  0.002
C: 0.6932 -4.3113 0.9997  0.000
H: -0.7405 2.5719 -1.8668  0.001
N: 0.9841 2.3700 0.8146  0.000
H: 0.4968 -0.7594 -4.7668  0.000
H: -1.1961 -7.1470 -1.4272  0.000
H: 5.2567 -0.8607 -0.3658  0.000
O: 2.1472 -7.7573 3.6200  0.000
H: -0.9343 -9.5690 -0.9001  0.000
C: 4.2781 -0.5322 -0.0654  0.000
H: 2.3618 2.0741 2.6107  0.000
C: -0.5516 -7.4724 -0.6233  0.002
C: -0.4902 -3.0992 -1.1234  0.014
N: 2.6286 0.5098 0.9759  0.005
H: 1.0902 -2.3032 1.6101  0.004
N: -0.2156 -0.1474 1.7660  -0.095
N: 0.6540 0.5700 2.5146  0.015

Summary:
- M (g/mol) = 781.35
- HOMO level (alpha / beta) (Ha) = -0.20513 / -0.20513
- F_max (eV/A) = 0.7
- total charge = -1
- lowest unoccupied orbital energy (alpha / beta) (eV) = 1.55 / 1.29
- E_tot (Eh) = -6198.9514
- Kohn-Sham gap (alpha / beta) (eV) = 7.1 / 6.9
- spin multiplicity = 4
- expectation value of S² = 3.7705

---

Entry 5:
The following is a DFT calculation (wB97M-V/def2-TZVPD) of the molecule C28H29NO4.

Last column: Mulliken charge in e.
CARTESIAN COORDINATES (ANGSTROEM)
H: -0.0532 -0.1030 4.7050  0.513
H: -3.7204 -5.7370 7.8205  0.447
C: -7.4480 -4.7396 7.2446  -0.692
H: 3.4647 -5.9535 5.3583  0.452
H: -5.5667 -7.0150 8.9506  0.343
H: -5.8000 -1.4716 3.5540  0.443
H: -5.6316 2.9100 2.5619  0.332
C: -4.8333 -0.9856 3.6258  -0.526
H: 5.7859 3.0128 4.3260  0.350
C: 4.9258 0.5784 3.4513  0.850
C: -2.3962 0.3083 3.9200  -0.648
C: 6.2310 2.5949 3.4223  -0.844
C: -6.4238 -3.9932 6.6717  -0.283
C: -3.6604 -1.7268 3.8298  -0.718
O: 6.1533 1.1715 3.3901  -0.436
N: -2.8299 -3.5455 5.9828  -0.068
H: -3.4869 2.1489 3.6282  0.383
H: 1.5571 1.1191 3.7065  0.341
C: 3.7003 -1.5315 3.6361  -0.261
H: 3.7231 -2.6244 3.6806  0.106
H: 0.9766 -6.2451 5.0787  0.342
C: 4.9044 -0.8455 3.4918  -0.736
C: 1.3934 -5.4619 5.7238  -0.334
H: 1.3541 -5.7972 6.7705  0.305
C: 2.7934 -5.0839 5.2956  -1.032
H: 3.1847 -4.2758 5.9374  0.288
H: -1.4619 0.8603 3.8593  0.357
H: -7.1792 2.6952 3.4270  0.241
C: -1.2120 -1.8743 4.3793  0.549
H: -4.5042 -2.3958 5.9849  0.489
C: 1.2346 -1.6385 4.0200  -0.162
C: -4.0538 -3.3575 6.2710  -0.281
C: 3.6763 1.2581 3.5063  -0.517
C: 2.4855 0.5453 3.6650  -0.595
C: -4.7563 -5.4090 7.6748  -0.124
H: -3.7404 -2.8172 3.7042  0.512
H: -1.1821 -2.9031 3.9202  0.265
C: -6.1055 2.5095 3.4665  -0.825
H: 5.8653 -1.3740 3.4300  0.386
O: 0.5998 -4.2194 5.5368  -0.086
H: 7.2939 2.7958 3.4134  0.248
H: -8.4935 -4.4960 7.0421  0.362
O: -6.0047 1.0710 3.5276  -0.444
C: -2.4219 -1.0969 4.1236  0.224
O: -1.1947 -5.4431 6.1469  -0.624
C: -5.0500 -4.2666 6.8843  0.090
C: -0.7233 -4.3797 5.7644  0.356
H: -1.0694 -2.3285 6.3680  0.177
C: 2.4334 -0.8730 3.7654  0.301
C: -5.7999 -6.1551 8.2978  -0.545
C: -4.8075 0.4353 3.6026  0.661
H: 5.7650 3.0422 2.5440  0.339
H: -7.9523 -6.4039 8.5588  0.344
C: -3.5531 1.0661 3.6901  -0.815
C: 0.0301 -1.1607 4.4576  -0.795
H: 1.3186 -2.7074 3.7872  0.388
H: -5.6812 2.9857 4.3592  0.335
H: -6.6724 -3.1651 6.0239  0.357
H: 2.7872 -4.7240 4.2524  0.179
C: -1.5871 -3.1202 5.6492  -0.298
H: 3.6966 2.3545 3.4471  0.345
C: -7.1516 -5.8163 8.0824  -0.305

Summary:
- M (g/mol) = 443.54
- HOMO level (Ha) = -0.26099
- F_max (eV/A) = 4.8
- lowest unoccupied orbital energy (eV) = 0.22
- E_tot (Eh) = -1439.9004
- Kohn-Sham gap (eV) = 7.3
- structure (SMILES) = CCOC(=O)[C@H](/N=C/c1ccccc1)[C@H](/C=C/c1ccc(OC)cc1)c1ccc(OC)cc1

---

Entry 6:
The following is a DFT calculation (wB97M-V/def2-TZVPD) of the ion C7H7N2O4 with charge -1.

Last column: Mulliken spin population.
CARTESIAN COORDINATES (ANGSTROEM)
O: -0.4908 -3.1579 2.0809  0.020
C: 0.4510 0.3871 0.3863  0.309
O: -1.3204 -1.0557 1.3876  0.025
C: 0.3728 1.9532 0.5399  -0.037
C: -0.0687 -0.1835 -0.7825  0.080
H: 1.3908 2.3200 0.4855  0.052
C: -0.8547 0.5796 -1.5481  0.446
N: 1.0717 -0.1820 1.3993  0.290
H: 1.0848 -1.3825 -2.1004  0.006
H: -1.2947 0.1439 -2.4288  0.047
C: 0.4654 -1.4902 -1.1802  -0.001
H: 1.1642 -1.9727 -0.4570  0.001
H: -0.2799 -2.1860 -1.5560  0.000
H: -1.9334 2.3706 -1.8641  0.014
O: 0.9449 -1.5097 1.6178  0.023
N: -0.5581 2.6253 -0.2974  0.257
C: -0.6465 -1.9970 1.7491  -0.006
H: 0.0190 2.2927 1.5079  0.047
O: 1.6860 0.5005 2.2370  0.483
C: -1.2031 1.9444 -1.1768  -0.055

Summary:
- M (g/mol) = 183.14
- HOMO level (alpha / beta) (Ha) = -0.07727 / -0.20239
- F_max (eV/A) = 5.8
- total charge = -1
- lowest unoccupied orbital energy (alpha / beta) (eV) = 3.67 / 1.96
- E_tot (Eh) = -681.2874
- Kohn-Sham gap (alpha / beta) (eV) = 5.8 / 7.5
- spin multiplicity = 3
- expectation value of S² = 2.0159

---

Q: Which formula does entry 1 have?
A: C7H15NO4

---

Q: Look up the F_max of the fourth one.
A: 0.7 eV/A

---

Repeat the third record exactly.
The following is a DFT calculation (wB97M-V/def2-TZVPD) of a cluster of 2 separate species, CH3NO4 in total.

Last column: Mulliken charge in e.
CARTESIAN COORDINATES (ANGSTROEM)
H: -1.3517 0.0838 0.9774  0.282
O: 0.4646 -0.6880 0.4245  -0.010
O: 1.3953 0.7034 -1.3463  -0.408
H: -0.4524 -0.7612 2.3272  0.234
C: -0.3447 -0.1215 1.4345  -0.490
O: -0.1448 0.5414 -2.9286  -0.464
H: 0.2033 0.9399 1.6612  0.204
N: 0.4932 0.5090 -2.0035  0.995
O: -0.2627 -1.2068 -0.5464  -0.342

Summary:
- M (g/mol) = 93.04
- HOMO level (alpha / beta) (Ha) = -0.29730 / -0.36768
- F_max (eV/A) = 6.8
- lowest unoccupied orbital energy (alpha / beta) (eV) = -0.47 / 0.35
- E_tot (Eh) = -395.2984
- Kohn-Sham gap (alpha / beta) (eV) = 7.6 / 10.4